Computed, not measured: a molecular structure, C33H44AsFeI2N6O2S4, with ωB97M-V with the def2-TZVPD basis set.

```
93
C33H44AsFeI2N6O2S4 | the Open Molecules 2025 dataset | ωB97M-V with the def2-TZVPD basis set
Fe -1.237 -0.055 0.413
I -0.290 -0.714 5.447
C -1.550 -1.736 4.144
C -2.323 -2.809 4.610
C -3.178 -3.484 3.779
I -4.296 -5.065 4.563
C -3.301 -3.102 2.419
C -4.172 -3.693 1.476
C -4.219 -3.211 0.201
C -3.382 -2.143 -0.165
N -2.537 -1.590 0.670
C -2.501 -2.035 1.960
C -1.610 -1.311 2.823
O -0.931 -0.336 2.330
H -2.241 -3.099 5.649
H -4.806 -4.515 1.780
H -4.890 -3.633 -0.533
H -3.408 -1.737 -1.166
S -2.970 1.354 1.043
S -2.972 3.265 0.319
S -1.320 4.331 1.019
S -0.085 4.646 -0.456
C 4.710 2.297 0.549
N 3.386 2.367 -0.051
N 2.309 2.148 0.803
C 1.301 1.502 0.112
O 0.201 1.309 0.631
C 1.849 1.192 -1.179
C 3.101 1.711 -1.220
C 4.126 1.612 -2.294
C 2.098 2.980 1.938
C 1.369 2.476 3.008
C 1.125 3.292 4.101
C 1.621 4.588 4.140
C 2.352 5.078 3.067
C 2.583 4.282 1.956
H 4.713 2.876 1.468
H 5.429 2.737 -0.139
H 4.996 1.265 0.774
H 1.319 0.695 -1.971
H 3.682 1.168 -3.183
H 4.964 0.987 -1.982
H 4.517 2.596 -2.555
H 0.962 1.476 2.972
H 0.537 2.906 4.923
H 1.428 5.218 4.997
H 2.726 6.093 3.081
H 3.105 4.674 1.094
C 3.754 -2.097 2.158
C 2.492 -1.593 2.819
N 1.586 -1.116 1.794
C 1.383 -1.752 0.612
N 0.331 -1.439 -0.104
C 0.194 -2.061 -1.416
C 1.497 -2.542 -2.021
C 2.185 -3.410 -0.995
N 2.373 -2.625 0.208
C 3.352 -3.151 1.149
H 4.442 -2.518 2.892
H 4.254 -1.272 1.645
H 2.691 -0.768 3.503
H 2.037 -2.398 3.412
H 0.759 -0.607 2.112
H -0.278 -1.343 -2.082
H -0.498 -2.910 -1.342
H 2.143 -1.690 -2.252
H 1.309 -3.093 -2.944
H 3.168 -3.738 -1.337
H 1.589 -4.311 -0.795
H 4.215 -3.481 0.566
H 2.956 -4.034 1.669
C -2.551 -1.995 -3.681
C -2.044 -0.566 -3.841
As -2.107 0.556 -2.210
C -4.013 1.064 -2.206
C -4.806 0.906 -3.497
C -1.285 2.187 -2.936
C -1.535 2.522 -4.401
H -2.341 -2.586 -4.575
H -3.632 -2.019 -3.528
H -2.088 -2.503 -2.836
H -2.608 -0.051 -4.618
H -1.000 -0.568 -4.168
H -4.017 2.100 -1.868
H -4.470 0.494 -1.397
H -4.424 1.533 -4.302
H -5.846 1.190 -3.329
H -4.809 -0.124 -3.857
H -0.216 2.116 -2.739
H -1.644 2.981 -2.280
H -1.068 1.800 -5.073
H -1.121 3.504 -4.637
H -2.598 2.555 -4.638
```

**Gap between HOMO and LUMO (spin up / spin down)**: 6.96 / 5.77 eV
**DFT total energy**: -7450.59936 Eh
**2S+1**: 2
**LUMO (spin up / spin down)**: 0.22 / -0.97 eV



Computed, not measured: a molecular structure, C33H45BF4MnN2P2S in a non-equilibrium geometry, with ωB97M-V with the def2-TZVPD basis set.

```
89
C33H45BF4MnN2P2S | the Open Molecules 2025 dataset | ωB97M-V with the def2-TZVPD basis set
Mn -0.135 -0.548 0.183
C -4.075 -2.434 -1.293
C -3.742 -0.938 -1.271
C -3.235 -0.465 -2.636
P -2.572 -0.392 0.080
C -3.438 -0.907 1.646
C -2.468 -0.742 2.817
C -4.742 -0.166 1.918
C -2.697 1.406 -0.125
C -3.887 2.106 -0.315
C -3.893 3.440 -0.681
C -5.174 4.208 -0.854
C -2.660 4.047 -0.929
C -1.471 3.377 -0.738
C -1.458 2.053 -0.268
N -0.278 1.348 -0.010
C 0.904 2.054 0.312
C 0.904 3.200 1.111
C 2.075 3.893 1.335
C 3.279 3.500 0.748
C 4.525 4.310 0.968
C 3.291 2.322 0.018
C 2.135 1.571 -0.162
P 2.058 -0.131 -0.785
C 3.619 -0.994 -0.236
C 3.936 -0.690 1.231
C 4.845 -0.764 -1.122
C 2.162 -0.084 -2.628
C 1.012 0.768 -3.172
C 2.077 -1.520 -3.156
H -5.073 -2.577 -1.707
H -4.068 -2.887 -0.301
H -3.389 -2.994 -1.930
H -4.654 -0.390 -1.028
H -2.327 -1.002 -2.928
H -3.013 0.602 -2.634
H -3.993 -0.652 -3.398
H -3.652 -1.972 1.511
H -2.150 0.295 2.918
H -1.581 -1.365 2.697
H -2.949 -1.032 3.752
H -4.553 0.896 2.074
H -5.178 -0.563 2.836
H -5.478 -0.295 1.124
H -4.841 1.611 -0.180
H -6.024 3.663 -0.447
H -5.369 4.406 -1.910
H -5.111 5.173 -0.349
H -2.639 5.067 -1.294
H -0.536 3.866 -0.968
H -0.015 3.520 1.582
H 2.066 4.757 1.988
H 4.304 5.376 0.913
H 5.294 4.073 0.234
H 4.931 4.113 1.963
H 4.230 1.982 -0.401
H 3.356 -2.054 -0.307
H 4.400 0.288 1.339
H 4.628 -1.438 1.622
H 3.051 -0.694 1.863
H 5.088 0.293 -1.234
H 4.733 -1.193 -2.117
H 5.698 -1.247 -0.644
H 3.117 0.369 -2.900
H 0.055 0.430 -2.761
H 0.960 0.682 -4.259
H 1.141 1.819 -2.915
H 1.098 -1.948 -2.920
H 2.842 -2.167 -2.724
H 2.196 -1.536 -4.239
S -0.196 -4.778 -1.381
C -0.653 -3.173 -1.029
N -0.044 -2.600 -0.027
C 0.856 -3.477 0.575
C 1.638 -3.228 1.703
C 2.493 -4.217 2.140
C 2.576 -5.451 1.484
C 1.782 -5.726 0.389
C 0.920 -4.728 -0.050
H -1.397 -2.671 -1.628
H 1.558 -2.286 2.233
H 3.102 -4.040 3.015
H 3.259 -6.207 1.849
H 1.811 -6.686 -0.108
F 2.099 1.037 3.233
B 0.992 0.284 3.510
F 1.241 -0.848 4.227
F -0.097 1.011 3.890
F 0.564 -0.322 2.071
```

**Gap between HOMO and LUMO (spin up / spin down)**: 5.60 / 6.55 eV
**Total charge**: +1
**DFT total energy**: -4050.32056 Eh
**2S+1**: 5
**LUMO (spin up / spin down)**: -4.27 / -3.52 eV